Here is a structure of composition C30H47Cl2N2PSc at a distorted geometry from the OMol25 dataset. Energies are from ωB97M-V with the def2-TZVPD basis set.

Each line ends with the Löwdin charge.
CARTESIAN COORDINATES (ANGSTROEM)
P  -0.1351  0.8311  -2.5238  1.0355
C  -1.7750  0.2767  -3.1980  -0.4428
C  -2.2308  1.0702  -4.4209  -0.2188
C  -3.6702  0.6805  -4.7668  -0.2064
C  -3.8493  -0.8311  -4.9517  -0.2107
C  -3.2488  -1.6593  -3.8086  -0.1960
C  -1.8176  -1.2325  -3.4660  -0.2077
C  1.2745  0.1647  -3.5319  -0.4517
C  1.1597  0.5163  -5.0112  -0.2194
C  2.4669  0.1398  -5.7137  -0.2086
C  2.8629  -1.3251  -5.4854  -0.2091
C  2.8144  -1.7507  -4.0116  -0.1940
C  1.5087  -1.3405  -3.3274  -0.2026
C  -0.0586  2.6865  -2.6485  -0.4570
C  -1.2102  3.3241  -1.8538  -0.2480
C  -1.1613  4.8530  -1.8791  -0.2049
C  0.2045  5.4064  -1.4579  -0.2113
C  1.3604  4.7519  -2.2208  -0.2064
C  1.3103  3.2201  -2.1963  -0.2320
H  -2.4441  0.4909  -2.3384  0.0875
H  -1.5631  0.8460  -5.2661  0.1013
H  -2.1704  2.1533  -4.2402  0.0927
H  -3.9755  1.2173  -5.6697  0.1003
H  -4.3222  1.0197  -3.9495  0.1135
H  -4.9175  -1.0577  -5.0461  0.0997
H  -3.3745  -1.1302  -5.8966  0.1078
H  -3.8720  -1.5414  -2.9116  0.1155
H  -3.2549  -2.7213  -4.0736  0.1065
H  -1.4419  -1.7909  -2.5936  0.0892
H  -1.1676  -1.4641  -4.3243  0.0995
H  2.1440  0.6894  -3.0920  0.0896
H  3.2631  0.7897  -5.3257  0.1106
H  0.9469  1.5879  -5.1488  0.1035
H  0.3216  -0.0442  -5.4543  0.1009
H  2.3657  0.3473  -6.7836  0.0998
H  3.8727  -1.4904  -5.8801  0.0995
H  2.1867  -1.9679  -6.0649  0.1083
H  2.9459  -2.8362  -3.9282  0.1107
H  3.6493  -1.2801  -3.4737  0.1137
H  1.5388  -1.5867  -2.2563  0.0753
H  0.6753  -1.9122  -3.7557  0.1003
H  -0.1893  2.8812  -3.7289  0.0955
H  -2.1900  2.9819  -2.2197  0.1004
H  -1.1535  2.9784  -0.8121  0.0283
H  -1.3973  5.1965  -2.8930  0.1069
H  -1.9430  5.2433  -1.2146  0.1060
H  0.3427  5.2431  -0.3830  0.1108
H  0.2241  6.4927  -1.6241  0.1005
H  2.3187  5.0836  -1.8021  0.1043
H  1.3329  5.0810  -3.2658  0.1070
H  2.1126  2.8229  -2.8354  0.1027
H  1.5225  2.8515  -1.1822  0.0452
Sc  0.0334  -0.0988  0.5618  0.2181
Cl  2.2309  0.6374  -0.0522  0.0302
Cl  -2.0056  1.0549  0.4881  0.0447
C  -0.4183  -2.0412  -0.1960  -0.2667
H  -1.4917  -2.2123  -0.3930  -0.0132
C  0.3359  -3.2256  -0.2084  -0.4038
C  1.7844  -3.2083  -0.1314  -0.1126
C  2.5140  -4.3888  -0.1509  -0.1509
C  1.8637  -5.6348  -0.2211  -0.1756
C  0.4558  -5.6842  -0.2878  -0.1550
C  -0.2962  -4.5202  -0.2890  -0.0973
H  2.2832  -2.2330  -0.0559  0.0503
H  3.6047  -4.3479  -0.1066  0.0821
H  -0.0429  -6.6549  -0.3368  0.0794
H  -1.3884  -4.5550  -0.3390  0.0878
H  2.4486  -6.5568  -0.2233  0.0641
C  2.9695  0.0346  5.1608  -0.0253
C  1.7158  -0.0719  4.4012  -0.3043
C  0.4010  -0.3116  4.8244  0.0199
C  -0.3952  -0.3571  3.6720  -0.3089
N  0.4050  -0.1434  2.5983  -0.0613
N  1.6793  0.0318  3.0727  0.0510
C  -1.8532  -0.5707  3.5331  -0.0581
H  2.9167  0.8783  5.8578  0.0848
H  3.1250  -0.8795  5.7449  0.0877
H  3.8294  0.1778  4.4950  0.0856
H  0.0468  -0.4414  5.8374  0.1081
H  2.4450  0.2558  2.4361  0.0869
H  -2.2671  -0.8010  4.5235  0.0776
H  -2.3634  0.3225  3.1342  0.0435
H  -2.0856  -1.4090  2.8516  0.0892

Output
E_tot in hartree: -3303.50500
E_LUMO in eV: 2.31
Net charge: -1
Largest force on an atom in eV/A: 4.25